1.
DFT (ωB97M-V with the def2-TZVPD basis set) results for a 3-piece molecular cluster, C3H11NO3 overall.

Calculated values
SMILES = CCNC=O.O.O
frontier orbital gap = 10.75 eV
M = 109.12 g/mol

```
! RIJCOSX wB97M-V def2-TZVPD def2/J DEFGRID3
* xyz 0 1
C -0.006 -0.038 -0.365
N -0.908 0.808 0.389
C -1.460 2.011 -0.179
C -1.476 2.057 -1.674
O 0.430 -1.099 0.114
H 0.327 0.320 -1.337
H -0.823 0.674 1.423
H -2.557 2.068 -0.056
H -1.119 3.008 0.172
H -1.825 3.022 -1.996
H -0.443 1.983 -2.059
H -1.952 1.204 -2.175
H 1.826 -5.025 3.296
H 0.658 -5.726 2.579
O 0.862 -5.102 3.309
H 2.063 -0.009 -0.363
H 3.506 -0.445 -0.365
O 2.896 0.288 -0.715
*
```

These are the natural (NBO) partial charges, in e, on atoms 1 to 5:
1. C 0.498
2. N -0.633
3. C -0.226
4. C -0.614
5. O -0.606

=====

2.
DFT (ωB97M-V with the def2-TZVPD basis set) results for a 4-piece molecular cluster, C3H11NO3 overall.

Calculated values
frontier orbital gap = 3.09 eV
M = 109.12 g/mol

```
! RIJCOSX wB97M-V def2-TZVPD def2/J DEFGRID3
* xyz 0 1
C 1.401 -1.848 -1.677
C 0.293 -1.858 -0.794
N 0.319 -0.959 0.294
C 1.194 0.214 0.277
O -0.653 -2.623 -0.921
H 1.511 -2.490 -2.540
H -2.512 0.065 -0.839
H 2.275 -1.301 -1.348
H -0.651 -0.647 0.414
H 0.984 0.973 -0.488
H 2.246 -0.034 0.127
H 1.006 0.693 1.229
H -0.830 3.268 0.486
H -2.365 0.503 -1.419
O -0.511 2.378 0.542
H -1.542 1.337 2.971
H -0.862 1.485 1.491
O -1.301 0.844 2.194
*
```

These are the natural (NBO) partial charges, in e, on atoms 1 to 5:
1. C 0.023
2. C 0.452
3. N -0.469
4. C -0.452
5. O -0.513

=====

3.
DFT (ωB97M-V with the def2-TZVPD basis set) results for a 3-piece molecular cluster, C3H11NO3 overall.

Calculated values
SMILES = CCC(N)=O.O.O
frontier orbital gap = 10.06 eV
M = 109.12 g/mol

```
! RIJCOSX wB97M-V def2-TZVPD def2/J DEFGRID3
* xyz 0 1
C -1.962 0.262 -1.816
C -1.075 -0.124 -0.625
C -0.442 1.032 0.084
N 0.909 1.088 0.132
O -1.101 1.953 0.523
H -2.430 -0.640 -2.200
H -1.353 0.695 -2.601
H -2.703 0.984 -1.477
H -1.771 -0.504 0.126
H -0.417 -0.955 -0.867
H 1.561 0.342 -0.035
H 1.325 1.948 0.458
H 0.461 -1.220 2.709
H -0.035 0.190 2.629
O 0.419 -0.410 3.238
H 2.752 -1.205 -0.788
H 3.349 -1.897 0.416
O 2.514 -1.539 0.091
*
```

These are the natural (NBO) partial charges, in e, on atoms 1 to 5:
1. C -0.588
2. C -0.503
3. C 0.658
4. N -0.828
5. O -0.628

=====

4.
DFT (ωB97M-V with the def2-TZVPD basis set) results for a 3-piece molecular cluster, C3H11NO3 overall.

Calculated values
SMILES = CNCC=O.O.O
frontier orbital gap = 9.15 eV
M = 109.12 g/mol

```
! RIJCOSX wB97M-V def2-TZVPD def2/J DEFGRID3
* xyz 0 1
C -0.543 2.709 0.205
N -0.164 1.260 0.306
C -0.037 0.644 -0.956
C -0.242 -0.828 -0.763
O 0.484 -1.435 -0.002
H -0.511 3.109 1.249
H 0.160 3.194 -0.501
H -1.613 2.631 -0.232
H 0.451 1.196 1.148
H 1.004 0.864 -1.274
H -0.810 1.135 -1.632
H -0.928 -1.206 -1.621
H 3.984 -1.655 1.913
H 5.138 -2.597 1.418
O 4.802 -2.142 2.279
H -3.458 -2.520 0.198
H -3.658 -2.276 -1.277
O -4.060 -2.083 -0.455
*
```

These are the natural (NBO) partial charges, in e, on atoms 1 to 5:
1. C -0.414
2. N -0.662
3. C -0.330
4. C 0.458
5. O -0.514

=====

Top of the stability list: 3, leading by 125.4 kJ/mol.

=====

1.
DFT (ωB97M-V with the def2-TZVPD basis set) results for a 2-piece molecular cluster, C3H11NO3 overall.

Calculated values
SMILES = NC(CO)CO.O
frontier orbital gap = 10.21 eV
M = 109.12 g/mol

```
! RIJCOSX wB97M-V def2-TZVPD def2/J DEFGRID3
* xyz 0 1
C 0.637 0.164 -1.170
O 0.518 1.395 -1.920
C 0.520 0.216 0.286
C 1.180 -1.078 0.871
O 0.876 -1.091 2.315
N -0.914 0.207 0.802
H 1.781 0.004 -1.166
H 0.141 -0.549 -1.780
H 0.328 1.197 -2.848
H 0.970 1.034 0.764
H 0.893 -2.029 0.413
H 2.301 -0.981 0.812
H 1.341 -0.379 2.742
H -1.201 0.987 1.490
H -1.136 -0.615 1.342
H -3.403 0.979 -1.085
H -2.002 0.376 -0.669
O -2.829 0.165 -1.199
*
```

These are the natural (NBO) partial charges, in e, on atoms 1 to 5:
1. C -0.078
2. O -0.732
3. C -0.105
4. C -0.073
5. O -0.735

=====

2.
DFT (ωB97M-V with the def2-TZVPD basis set) results for a 3-piece molecular cluster, C3H11NO3 overall.

Calculated values
SMILES = CCNC=O.O.O
frontier orbital gap = 10.77 eV
M = 109.12 g/mol

```
! RIJCOSX wB97M-V def2-TZVPD def2/J DEFGRID3
* xyz 0 1
C 0.700 -1.376 1.306
N 0.716 -0.579 0.216
C 1.642 0.552 0.051
C 2.511 0.399 -1.175
O 0.020 -2.377 1.429
H 1.313 -0.985 2.134
H 0.422 -0.963 -0.675
H 2.180 0.669 0.981
H 1.038 1.447 -0.037
H 3.342 1.102 -1.138
H 1.948 0.501 -2.095
H 2.962 -0.604 -1.193
H -2.196 -1.282 1.016
H -3.561 -1.832 0.996
O -3.112 -0.981 0.937
H -3.725 1.507 -0.644
H -3.242 2.705 -1.402
O -2.960 2.097 -0.707
*
```

These are the natural (NBO) partial charges, in e, on atoms 1 to 5:
1. C 0.530
2. N -0.604
3. C -0.217
4. C -0.625
5. O -0.629

=====

Top of the stability list: 2, leading by 168.4 kJ/mol.

=====

1.
DFT (ωB97M-V with the def2-TZVPD basis set) results for a 2-piece molecular cluster, C3H11NO3 overall.

Calculated values
SMILES = OCCNCO.O
frontier orbital gap = 10.34 eV
M = 109.12 g/mol

```
! RIJCOSX wB97M-V def2-TZVPD def2/J DEFGRID3
* xyz 0 1
C 1.136 -0.055 -0.178
C 1.509 0.794 1.004
O 1.348 -0.061 2.222
N -0.278 0.100 -0.605
C -0.786 0.424 -1.999
O -2.057 -0.245 -2.148
H 1.427 -1.064 0.009
H 1.699 0.129 -1.061
H 2.575 1.201 0.950
H 0.853 1.740 1.206
H 0.446 -0.402 2.230
H -0.726 0.725 0.032
H -0.112 0.128 -2.773
H -0.848 1.471 -2.068
H -2.067 -0.700 -1.365
H -2.013 -1.289 2.021
H -0.966 -1.335 0.808
O -1.140 -1.563 1.715
*
```

These are the natural (NBO) partial charges, in e, on atoms 1 to 5:
1. C -0.266
2. C -0.092
3. O -0.748
4. N -0.705
5. C 0.105

=====

2.
DFT (ωB97M-V with the def2-TZVPD basis set) results for a 3-piece molecular cluster, C3H11NO3 overall.

Calculated values
SMILES = CCC(N)=O.O.O
frontier orbital gap = 10.93 eV
M = 109.12 g/mol

```
! RIJCOSX wB97M-V def2-TZVPD def2/J DEFGRID3
* xyz 0 1
C 0.842 0.562 1.696
C 1.432 -0.269 0.568
C 0.314 -1.194 0.092
N 0.392 -2.549 0.283
O -0.681 -0.710 -0.425
H -0.061 1.018 1.277
H 0.556 0.072 2.621
H 1.478 1.392 2.016
H 2.370 -0.762 0.818
H 1.581 0.437 -0.247
H 1.077 -2.963 0.890
H -0.333 -3.124 -0.100
H -1.934 1.713 -0.630
H -2.802 2.216 0.659
O -1.916 2.018 0.287
H -0.199 0.909 -1.527
H -0.114 0.937 -3.071
O 0.134 1.400 -2.289
*
```

These are the natural (NBO) partial charges, in e, on atoms 1 to 5:
1. C -0.622
2. C -0.507
3. C 0.696
4. N -0.821
5. O -0.662

=====

3.
DFT (ωB97M-V with the def2-TZVPD basis set) results for a 2-piece molecular cluster, C3H11NO3 overall.

Calculated values
SMILES = NC(CO)CO.O
frontier orbital gap = 10.25 eV
M = 109.12 g/mol

```
! RIJCOSX wB97M-V def2-TZVPD def2/J DEFGRID3
* xyz 0 1
C -1.370 -0.018 -1.385
O -2.296 -1.155 -1.297
C -0.217 -0.290 -0.401
C 0.845 0.743 -0.780
O 2.163 0.497 -0.283
N -0.640 -0.120 0.988
H -1.014 -0.127 -2.405
H -1.782 0.907 -0.984
H -2.145 -1.680 -2.085
H 0.239 -1.334 -0.547
H 0.577 1.728 -0.349
H 0.834 0.793 -1.857
H 2.052 0.571 0.683
H -1.286 0.651 1.168
H -1.228 -0.878 1.313
H 1.587 -0.535 2.966
H 0.570 0.410 2.190
O 1.447 0.360 2.651
*
```

These are the natural (NBO) partial charges, in e, on atoms 1 to 5:
1. C -0.083
2. O -0.737
3. C -0.097
4. C -0.073
5. O -0.728

=====

Top of the stability list: 2, leading by 140.8 kJ/mol.